{"formula": "C4H11N4", "method": "the ωB97M-V functional and the def2-TZVPD basis", "symbols": ["C", "C", "C", "N", "H", "H", "H", "H", "H", "H", "N", "C", "N", "N", "H", "H", "H", "H", "H"], "coordinates": [[-1.901689, -0.196842, 1.157223], [-2.684690, -0.440457, 0.092387], [0.028071, 0.990274, 1.885317], [-0.881597, 0.748383, 1.026942], [-1.857440, -0.885477, 2.077084], [-2.684891, 0.196001, -0.813812], [-3.358269, -1.291175, 0.128927], [0.742241, 1.714381, 1.596954], [0.022845, 0.468641, 2.811827], [-0.890320, 1.305485, 0.152632], [2.045337, 0.657501, -1.777115], [1.397051, -0.483775, -1.263308], [2.094686, -1.151661, -0.281738], [0.337314, -1.052854, -1.774079], [1.318512, 1.242894, -2.130882], [2.485061, 1.153506, -1.009551], [2.342413, -0.537309, 0.497277], [1.582115, -2.007612, 0.039531], [-0.136752, -0.429897, -2.415614]], "forces_ev_per_a": [[0.77, -0.79, -0.49], [-0.59, -0.14, 0.31], [3.39, 0.98, 2.91], [-4.36, -0.81, -3.55], [-0.08, 1.40, -1.50], [0.14, -0.54, 0.68], [-0.04, 0.31, -0.12], [0.74, 0.55, 0.31], [0.21, -0.13, 0.51], [-0.14, -0.84, 0.95], [-0.56, -0.24, 1.27], [-1.39, -1.75, -1.51], [-0.24, -0.76, 1.01], [1.16, 1.11, 1.25], [-0.22, 0.65, -0.63], [0.37, 0.14, -0.17], [0.02, -0.48, -0.24], [0.62, 1.39, -0.44], [0.19, -0.06, -0.55]], "lowdin_charge": [-0.210, -0.029, -0.112, -0.122, 0.141, 0.058, 0.040, 0.036, 0.047, 0.154, 0.112, -0.641, 0.087, 0.088, 0.068, 0.077, 0.075, 0.115, 0.017], "homo_lumo_gap_ha": [0.233, 0.347], "multiplicity": 2, "s2": 0.76}

{"formula": "C4H11N4", "method": "the ωB97M-V functional and the def2-TZVPD basis", "symbols": ["C", "C", "C", "C", "N", "N", "N", "N", "H", "H", "H", "H", "H", "H", "H", "H", "H", "H", "H"], "coordinates": [[-0.515754, 0.225154, 0.472443], [-0.847083, -1.595835, 2.186761], [-2.015078, -0.404182, -1.315214], [0.703779, 1.001742, 0.958914], [-0.720992, -0.935340, 1.121536], [-1.285215, 0.534848, -0.583492], [-2.762061, 0.089051, -2.216587], [3.236055, -0.120442, -0.558034], [-1.381999, -1.162463, 3.006560], [-0.520915, -2.567356, 2.199674], [0.527100, 1.274638, 2.090412], [0.730549, 1.916884, 0.518947], [1.567212, 0.447569, 0.892961], [-1.144581, 1.613650, -0.874160], [-2.723812, 1.025791, -2.668495], [-3.353006, -0.661384, -2.636027], [4.159689, 0.364100, -0.475135], [2.869721, 0.083564, -1.423531], [3.476393, -1.129989, -0.697533]], "forces_ev_per_a": [[0.14, -3.05, 2.16], [-0.92, 2.59, -1.49], [0.82, -0.57, 2.75], [-4.03, -0.21, 3.63], [0.94, 1.99, -1.16], [1.23, 3.59, -1.01], [-1.52, -0.28, -2.39], [2.30, -1.72, 2.04], [-0.21, 0.13, 0.67], [0.80, -2.38, 0.20], [0.23, -0.80, -1.95], [0.50, 2.52, -1.74], [2.02, -1.28, -0.53], [-0.41, -2.96, 0.46], [-0.31, -0.68, 0.63], [0.64, 1.45, -0.15], [-1.15, -0.52, -0.19], [-0.98, 1.12, -2.50], [-0.09, 1.04, 0.58]], "lowdin_charge": [-0.258, 0.138, -0.159, 0.030, 0.132, 0.034, 0.087, 0.014, 0.110, 0.080, 0.151, 0.045, 0.021, 0.220, 0.140, 0.135, 0.055, -0.026, 0.051], "charge": 1, "relative_energy_kj_mol": 369.6, "homo_lumo_gap_ha": 0.327}

{"formula": "C4H11N4", "method": "the ωB97M-V functional and the def2-TZVPD basis", "symbols": ["C", "N", "N", "C", "N", "C", "N", "C", "H", "H", "H", "H", "H", "H", "H", "H", "H", "H", "H"], "coordinates": [[-2.004842, -2.794974, -1.674512], [-1.017089, -1.790058, -1.322190], [-1.187335, -0.530100, -1.534732], [-0.611581, 0.538906, -0.964914], [0.198366, 0.355683, 0.029404], [0.832558, 1.360682, 0.513106], [1.649134, 1.065870, 1.673830], [2.262153, 2.178635, 2.489778], [-1.512611, -3.677314, -1.487722], [-3.001785, -2.791440, -1.114159], [-2.320172, -2.901188, -2.712243], [-0.514818, -2.034809, -0.501592], [-1.728878, -0.371984, -2.315502], [-1.019319, 1.518947, -1.343540], [0.552942, 2.373399, 0.528716], [2.193708, 0.146837, 1.661019], [1.570502, 2.332842, 3.431604], [3.344474, 1.990506, 2.824249], [2.314594, 3.029560, 1.819400]], "forces_ev_per_a": [[-2.62, 1.18, 0.10], [0.64, -3.54, 0.21], [0.79, 4.33, 1.30], [-2.97, -0.73, -2.33], [1.41, -0.76, -0.09], [2.25, -2.33, 6.43], [0.63, 0.15, -2.74], [-0.46, -0.79, 1.12], [0.90, -2.20, 0.66], [1.43, 0.34, -0.21], [0.54, 0.80, -0.34], [0.52, 0.28, 0.67], [-1.58, 0.78, -1.96], [0.72, -1.02, 0.21], [-0.24, 1.58, -0.94], [-1.53, 1.64, 0.00], [1.57, -0.01, -1.93], [-1.79, -0.18, -0.55], [-0.21, 0.48, 0.39]], "lowdin_charge": [-0.046, -0.051, 0.039, -0.118, 0.067, -0.098, -0.025, -0.079, 0.060, 0.119, 0.092, 0.136, 0.145, 0.173, 0.127, 0.166, 0.122, 0.108, 0.063], "charge": 1, "smiles": "CNN/C=N/C=[NH+]/C", "relative_energy_kj_mol": 327.3, "homo_lumo_gap_ha": 0.297}

{"formula": "C4H11N4S", "method": "the ωB97M-V functional and the def2-TZVPD basis", "symbols": ["C", "C", "C", "C", "N", "N", "N", "N", "S", "H", "H", "H", "H", "H", "H", "H", "H", "H", "H", "H"], "coordinates": [[-0.108471, 0.061209, 0.873630], [0.134591, 0.525715, -1.600019], [1.756756, 0.687157, 2.362801], [-1.252408, -1.310349, -0.988474], [-0.287782, 0.284148, -2.834204], [1.109774, 0.294095, 1.095003], [-0.322153, -0.230973, -0.619920], [-1.185497, -0.286014, 1.535196], [1.263021, 1.740377, -1.344851], [1.416079, 0.383639, 3.360714], [2.731692, 0.323277, 2.186189], [1.689637, 1.825506, 2.486293], [-1.407018, -2.062423, -0.212185], [-2.196728, -0.801206, -1.191634], [-0.831046, -1.892981, -1.828876], [-0.928732, -0.425676, -3.098484], [0.055375, 0.839096, -3.681781], [1.412999, 1.218841, -0.146176], [-1.216045, -0.114597, 2.506522], [-1.834046, -1.058842, 1.140258]], "forces_ev_per_a": [[1.77, -2.13, -3.62], [-0.34, -0.50, -0.52], [-1.17, 1.85, -0.01], [0.09, 0.12, -0.19], [0.91, 1.64, -2.71], [-0.64, 1.08, 1.94], [-0.62, -0.77, 1.75], [-2.86, -1.65, -0.16], [0.41, 1.91, -2.12], [-0.53, -0.83, -0.54], [1.35, 0.17, 0.45], [0.59, -1.42, -0.62], [0.32, 0.26, 0.01], [-0.24, -0.64, -0.44], [-0.43, 0.41, 0.31], [-0.50, -0.40, 0.21], [-0.40, -0.97, 2.15], [0.83, -0.42, 1.83], [-0.09, -0.06, 1.04], [1.56, 2.36, 1.26]], "lowdin_charge": [-0.387, -0.739, -0.061, -0.022, 0.129, -0.021, -0.051, 0.190, 0.995, 0.081, 0.065, 0.117, 0.097, 0.118, 0.117, 0.090, 0.172, -0.155, 0.113, 0.151], "charge": 1, "relative_energy_kj_mol": 56.6, "homo_lumo_gap_ha": 0.386}